{"formula": "C3H13O4S", "method": "ωB97M-V with the def2-TZVPD basis set", "symbols": ["C", "O", "C", "C", "S", "H", "H", "H", "H", "H", "H", "H", "H", "H", "O", "H", "H", "O", "H", "H", "O"], "positions_angstrom": [[-0.4464, 1.3876, 0.5370], [-0.9161, 1.1430, -0.7543], [1.0107, 0.7581, 0.8143], [1.2468, -0.3712, -0.1844], [2.8495, -1.2312, 0.0190], [-1.1912, 0.9974, 1.2381], [-0.4876, 2.4794, 0.7220], [1.7919, 1.5466, 0.6977], [1.0179, 0.6180, 1.9981], [1.3830, 0.0370, -1.1940], [0.4314, -1.0887, -0.1074], [2.7123, -2.2160, 0.9335], [-2.8957, 3.2435, -1.0189], [-1.5699, 2.4468, -1.2308], [-2.0154, 3.3500, -1.3854], [-3.2172, -1.1003, -0.4802], [-1.8610, 0.1579, -0.4845], [-2.4306, -0.7372, -0.0802], [-1.5458, -2.1547, 0.6073], [-0.3278, -3.0540, 0.4255], [-1.0114, -2.8488, 1.0688]], "forces_ev_per_angstrom": [[0.3, 0.2, -0.4], [-0.3, -0.7, 0.2], [-1.0, 2.0, 1.8], [0.3, -0.3, 1.4], [0.7, -0.2, -0.2], [0.3, -0.4, 0.4], [0.6, -0.1, 0.1], [-0.5, -0.5, -0.3], [0.2, -0.8, -2.5], [-0.6, -0.1, 0.4], [0.1, 0.1, -0.5], [-0.6, 0.4, 0.0], [0.0, 0.0, 0.0], [-0.1, 0.1, 0.1], [0.0, 0.2, -0.2], [-0.1, 0.5, -0.5], [-0.2, -0.5, -0.4], [0.8, 0.1, 0.5], [0.0, 0.2, 0.3], [0.1, -0.1, 0.0], [-0.1, 0.0, -0.3]], "fmax_ev_per_a": 2.86, "charge": -1, "homo_ev": -4.8}

=====

{"formula": "C12H18B2F4O5Re", "method": "ωB97M-V with the def2-TZVPD basis set", "symbols": ["Re", "C", "O", "C", "C", "O", "C", "C", "O", "C", "H", "H", "H", "H", "H", "H", "H", "H", "H", "H", "H", "H", "H", "H", "O", "B", "O", "C", "C", "C", "C", "C", "C", "H", "H", "H", "H", "F", "B", "F", "F", "F"], "positions_angstrom": [[0.7476, 0.9908, -0.1128], [1.5343, -1.1995, -2.3250], [1.4537, 0.2165, -1.9922], [0.9327, 1.0485, -3.0696], [-0.5287, 1.3367, -2.8367], [-0.5566, 1.8664, -1.4839], [-1.6514, 2.6462, -0.9329], [-1.0487, 3.2934, 0.2888], [-0.4320, 2.2807, 1.1344], [-1.2808, 1.8220, 2.2223], [2.1320, -1.2975, -3.2278], [0.5362, -1.6065, -2.4653], [2.0359, -1.6826, -1.4945], [1.0997, 0.5555, -4.0254], [1.5082, 1.9720, -3.0420], [-1.1592, 0.4487, -2.8805], [-0.8940, 2.0909, -3.5323], [-2.4818, 1.9776, -0.7086], [-1.9613, 3.3991, -1.6563], [-1.7938, 3.8435, 0.8605], [-0.2489, 3.9732, 0.0012], [-1.5725, 2.6892, 2.8092], [-0.6810, 1.1478, 2.8240], [-2.1551, 1.3108, 1.8206], [-0.5444, -1.9780, -0.1556], [-0.0734, -0.8007, 0.5524], [-0.0620, -1.1826, 1.9569], [-0.4360, -2.4399, 2.0476], [-0.5492, -3.2257, 3.1890], [-0.9402, -4.5176, 2.9627], [-1.2213, -5.0279, 1.6358], [-1.1227, -4.2539, 0.5052], [-0.7312, -2.9443, 0.7279], [-0.3269, -2.8414, 4.1739], [-1.0453, -5.1944, 3.8002], [-1.5195, -6.0642, 1.5422], [-1.3395, -4.6338, -0.4827], [4.0519, 3.5214, 1.0909], [3.5778, 2.8262, 0.1036], [2.2507, 2.9617, -0.1964], [4.2879, 2.0563, -0.6749], [2.2091, 0.6157, 1.0461]], "forces_ev_per_angstrom": [[-0.3, -0.4, 0.3], [0.1, 0.1, 0.0], [-0.1, 0.0, 0.1], [0.2, -0.1, 0.0], [-0.2, 0.0, 0.1], [0.1, 0.1, -0.1], [0.0, -0.1, -0.2], [0.1, 0.0, 0.2], [0.0, 0.0, -0.1], [0.1, 0.1, 0.0], [0.0, 0.0, 0.0], [0.0, 0.0, 0.0], [0.0, 0.0, 0.0], [0.0, 0.0, 0.0], [0.0, 0.0, 0.0], [0.0, 0.0, 0.0], [0.0, 0.0, 0.0], [0.0, 0.0, 0.0], [0.0, 0.0, 0.0], [0.0, 0.0, 0.0], [0.0, 0.0, 0.0], [0.0, 0.0, 0.0], [0.0, 0.0, 0.0], [0.0, 0.0, 0.0], [0.0, 0.6, 0.1], [0.1, -0.1, -0.1], [0.1, 0.3, -0.4], [-0.1, -0.2, -0.1], [0.0, 0.0, -0.1], [-0.1, -0.2, -0.2], [0.0, 0.0, 0.3], [0.0, 0.0, 0.1], [0.0, 0.0, 0.2], [0.0, 0.0, 0.0], [0.0, 0.0, 0.0], [0.0, 0.0, 0.1], [0.0, 0.0, 0.0], [-0.1, -0.1, 0.0], [0.1, 0.1, 0.0], [0.0, 0.0, -0.2], [-0.1, 0.0, 0.1], [0.0, 0.2, 0.0]], "fmax_ev_per_a": 0.61, "charge": 2, "homo_ev": [-15.1, -14.6], "multiplicity": 4}

=====

{"formula": "C4H12NO", "method": "ωB97M-V with the def2-TZVPD basis set", "symbols": ["C", "C", "C", "C", "O", "N", "H", "H", "H", "H", "H", "H", "H", "H", "H", "H", "H", "H"], "positions_angstrom": [[0.9684, -1.0086, -0.9139], [1.5217, 0.3300, -0.3814], [1.6501, 0.5114, 1.1185], [0.4879, 1.3063, 0.2322], [-0.9491, -0.7675, 1.4685], [-2.5361, 0.0549, -1.0024], [1.7048, -1.8463, -0.9782], [0.1537, -1.3440, -0.2968], [0.5830, -0.8346, -1.9499], [2.4230, 0.6267, -0.9505], [1.2399, -0.2611, 1.7454], [2.4339, 1.1554, 1.5029], [-0.5452, 0.9740, 0.5479], [0.6474, 2.4197, 0.1583], [-1.3699, -1.1149, 2.2187], [-2.6625, -0.9396, -1.1929], [-2.3926, 0.1771, -0.0007], [-3.3584, 0.5611, -1.3255]], "forces_ev_per_angstrom": [[0.5, 0.3, -1.0], [-0.5, -0.8, 0.6], [-1.6, 1.4, -1.7], [1.8, -0.2, 1.5], [0.6, 0.5, -1.7], [-0.1, -0.2, -0.1], [-0.2, 0.8, 0.2], [-0.2, -0.1, 0.0], [0.2, -0.2, 0.8], [-0.9, 0.6, 0.2], [0.2, -0.1, 0.2], [0.0, -0.3, 0.0], [1.7, 0.6, -1.2], [-0.2, -1.5, 0.0], [-1.2, -1.0, 2.3], [0.0, 0.4, 0.1], [-0.3, 0.0, -0.4], [0.2, -0.2, 0.3]], "fmax_ev_per_a": 2.75, "homo_ev": [-9.2, -9.1], "multiplicity": 2}

=====

{"formula": "C9H16N2O4", "method": "ωB97M-V with the def2-TZVPD basis set", "symbols": ["C", "C", "O", "C", "N", "C", "O", "C", "C", "C", "C", "N", "C", "O", "O", "H", "H", "H", "H", "H", "H", "H", "H", "H", "H", "H", "H", "H", "H", "H", "H"], "positions_angstrom": [[1.5571, -0.6323, 2.3851], [2.1836, -1.0863, 1.1026], [1.6500, -2.3466, 0.5096], [1.9641, -0.0928, -0.2177], [0.6284, -0.0360, -0.5677], [-0.1422, 1.1075, -0.8283], [0.3929, 2.2279, -0.5847], [-1.6346, 1.0497, -1.2055], [-2.5053, 1.8559, -0.0567], [-3.3692, 0.6404, 0.4997], [-2.4229, -0.5447, 0.3961], [-1.9302, -0.4316, -1.0619], [3.0692, -0.5203, -1.3539], [4.3537, -1.1758, -1.0611], [2.6335, 0.2305, -2.4527], [1.8592, 0.3149, 2.6963], [0.5174, -0.6606, 2.1222], [1.7782, -1.2387, 3.2862], [3.3366, -1.0065, 1.1100], [2.5187, -2.6188, -0.0467], [2.2979, 0.9090, 0.0200], [0.2160, -0.8787, -0.8852], [-1.8285, 1.3697, -2.2179], [-1.9509, 2.4794, 0.6944], [-3.1643, 2.4401, -0.7350], [-4.2220, 0.1749, -0.1101], [-3.6900, 1.0040, 1.4438], [-3.0903, -1.2983, 0.6769], [-1.5702, -0.4743, 1.0514], [-2.8372, -0.6673, -1.5645], [3.4016, -0.0944, -3.0448]], "forces_ev_per_angstrom": [[-0.5, -2.1, -0.4], [2.2, 1.2, -3.6], [4.1, 0.2, -0.2], [2.6, -1.3, 2.5], [-2.6, 0.8, -1.8], [3.1, 3.3, 1.3], [-1.5, -2.4, -0.8], [0.9, -1.9, 2.7], [-1.2, -1.6, -3.1], [1.0, 0.8, -1.3], [0.8, 2.2, -0.7], [-3.1, -0.3, 0.8], [3.3, -0.3, 3.0], [-8.7, 4.2, -2.9], [4.6, -4.0, 0.5], [0.5, 1.9, -0.1], [-0.9, 0.2, 0.7], [-0.2, -0.3, -0.9], [-1.6, -1.1, 0.4], [-3.1, 0.5, 1.8], [0.2, 0.4, 0.1], [-0.6, -0.9, 0.0], [0.2, 0.3, -0.1], [-0.5, -0.9, -0.9], [0.4, 0.4, 1.0], [0.6, 2.0, 0.5], [-0.6, -0.5, 1.2], [0.0, -2.4, -0.2], [0.3, -0.1, 0.3], [1.7, 0.5, 0.2], [-1.6, 1.3, 0.0]], "fmax_ev_per_a": 10.09, "smiles": "C[C@@H](O)[C@H](NC(=O)[C@@H]1CCCN1)C(=O)O", "homo_ev": -9.2}